Entry 1:
Formula: C24H51N7O2P3
Source: OMol25
Level of theory: ωB97M-V/def2-TZVPD

XYZ file:
```
87
C24H51N7O2P3 ωB97M-V/def2-TZVPD
N 7.0802 -5.6168 1.1804
P 6.1114 -6.9826 1.8081
O 6.5643 -8.3405 0.7573
P 3.9560 -6.6225 1.4679
P 1.8662 -6.1520 0.9865
O 1.7623 -4.5456 1.0310
H 6.4979 -4.7860 0.9356
H 7.8877 -5.3758 1.7969
H 6.6576 -7.8852 -0.1472
H 3.6108 -7.1799 2.7634
H 4.0775 -5.2864 1.9980
H 4.3085 -6.0941 0.1739
H 3.8713 -7.9601 0.9320
H 1.4665 -6.5464 -0.3488
H 0.9358 -6.7741 1.9152
C 2.0215 0.2619 -1.0303
C 1.5682 -0.8249 -1.9967
C 1.5581 -2.2187 -1.3729
C 2.9052 -2.6792 -1.0120
N 3.9686 -3.0401 -0.7211
H 3.0580 0.1093 -0.7128
H 1.9634 1.2429 -1.5129
H 1.3876 0.2845 -0.1383
H 2.2133 -0.8107 -2.8831
H 0.5530 -0.5852 -2.3361
H 1.1215 -2.9237 -2.0900
H 0.9113 -2.2281 -0.4870
C -2.9348 -5.3193 -1.8817
C -1.8937 -4.4251 -1.2205
C -2.1850 -2.9358 -1.3897
C -2.1041 -2.5063 -2.7919
N -2.0466 -2.1686 -3.9003
H -2.9539 -5.1776 -2.9670
H -2.7043 -6.3719 -1.6885
H -3.9358 -5.1137 -1.4896
H -0.9033 -4.6662 -1.6242
H -1.8676 -4.6578 -0.1488
H -1.4584 -2.3642 -0.8004
H -3.1765 -2.6993 -0.9843
C -2.2609 0.5800 3.4994
C -1.2798 0.1765 2.4061
C -1.9066 0.1532 1.0139
C -2.9430 -0.8795 0.8848
N -3.7660 -1.6910 0.7851
H -3.0778 -0.1428 3.5919
H -1.7489 0.6274 4.4659
H -2.6933 1.5647 3.2959
H -0.8553 -0.8051 2.6475
H -0.4489 0.8927 2.4047
H -1.1197 -0.0386 0.2751
H -2.3296 1.1371 0.7768
C 6.8187 1.6002 -3.0590
C 6.2037 0.4094 -3.7831
C 5.1158 0.8067 -4.7783
C 3.9434 1.3963 -4.1188
N 3.0202 1.8679 -3.5982
H 6.0782 2.1213 -2.4436
H 7.6227 1.2638 -2.3966
H 7.2420 2.3170 -3.7696
H 5.8030 -0.2940 -3.0439
H 7.0001 -0.1154 -4.3251
H 4.8008 -0.0853 -5.3325
H 5.5213 1.5100 -5.5159
C -1.6501 6.7747 2.2661
C -2.1034 5.6878 1.2997
C -2.1136 4.2941 1.9235
C -0.7665 3.8335 2.2844
N 0.2970 3.4726 2.5753
H -0.6136 6.6221 2.5836
H -1.7083 7.7556 1.7836
H -2.2840 6.7972 3.1581
H -1.4583 5.7020 0.4134
H -3.1186 5.9275 0.9603
H -2.5501 3.5890 1.2064
H -2.7603 4.2847 2.8094
C -7.0501 7.9507 1.7261
C -7.5034 6.8638 0.7597
C -7.5136 5.4701 1.3835
C -6.1665 5.0095 1.7444
N -5.1030 4.6486 2.0353
H -6.0136 7.7981 2.0436
H -7.1083 8.9316 1.2436
H -7.6840 7.9732 2.6181
H -6.8583 6.8780 -0.1266
H -8.5186 7.1035 0.4203
H -7.9501 4.7650 0.6664
H -8.1603 5.4607 2.2694
```

Values from the calculation:
Net charge: -1
Gap between HOMO and LUMO: 4.681 eV

---

Entry 2:
Formula: C24H52BBeBr2ClCsF8N2NaO8P
Source: OMol25
Level of theory: ωB97M-V/def2-TZVPD

XYZ file:
```
102
C24H52BBeBr2ClCsF8N2NaO8P ωB97M-V/def2-TZVPD
N -0.8742 -2.2485 -1.2549
C -1.2249 -2.4018 -2.6645
C -0.0047 -2.9297 -3.4154
C 0.7891 -1.8624 -4.2256
C -0.0015 -0.7033 -4.8536
P -0.4285 0.7957 -3.8638
N -2.1941 0.5939 -4.5217
C -1.1663 0.9158 -2.1689
C -0.9941 2.3185 -1.5911
O -1.9293 3.0360 -1.3677
C -0.3535 2.4236 -4.8131
O 0.7646 2.4375 -5.6959
O 1.3257 3.7425 -5.7119
C 1.4300 1.0520 -3.2668
F 2.3530 0.6330 -4.2060
F 1.7455 2.3770 -3.0652
C 1.8056 0.3200 -1.9257
F 1.7984 1.1542 -0.8829
F 3.0938 -0.1635 -2.0365
H -1.6813 -2.0180 -0.6844
H -0.4150 -3.0802 -0.8964
H -2.0136 -3.1632 -2.7404
H -1.6502 -1.4918 -3.0875
H 0.6963 -3.4085 -2.7265
H -0.3235 -3.7232 -4.1106
H 1.6770 -1.5837 -3.6434
H 1.1977 -2.4123 -5.0980
H -0.8933 -1.1247 -5.3113
H 0.6029 -0.3553 -5.6986
H -2.7482 1.4191 -4.2919
H -2.1833 0.5517 -5.5399
H -0.8630 0.1030 -1.5037
H -2.2376 0.7855 -2.2609
H 0.0158 2.7266 -1.4252
H -0.3641 3.2796 -4.1369
H -1.2333 2.5436 -5.4411
H 2.0997 3.7146 -5.1281
H 1.1815 -0.5656 -1.7703
B -0.8811 -5.7885 0.9473
F -0.5159 -5.5658 2.2793
F -0.6403 -7.1326 0.5927
F -2.2399 -5.4871 0.7603
F -0.1013 -4.9498 0.0979
Cs 2.7768 -3.6932 -5.4892
Cl -2.4488 0.4177 0.2171
Be -4.0458 -0.4789 -3.3150
C 1.7443 6.2853 -10.5770
C 1.0125 4.9791 -10.3181
O 1.7667 3.8223 -10.6335
C 2.9819 3.6597 -9.9244
C 2.8097 3.5791 -8.4174
H 2.0550 6.3480 -11.6211
H 1.0933 7.1309 -10.3531
H 2.6388 6.3818 -9.9604
H 0.1254 4.9323 -10.9504
H 0.6596 4.9342 -9.2819
H 3.6883 4.4552 -10.1906
H 3.4140 2.7282 -10.2929
H 2.3863 4.4915 -8.0019
H 3.7759 3.4110 -7.9379
H 2.1409 2.7608 -8.1503
C 2.8221 -5.2242 5.7055
C 3.6341 -4.1894 4.9314
C 3.5207 -4.7184 3.5048
O 2.2652 -5.3727 3.4159
C 1.7059 -5.5406 4.7139
H 2.4490 -4.8659 6.6648
H 3.4300 -6.1146 5.8873
H 3.1564 -3.2093 5.0073
H 4.6662 -4.0914 5.2696
H 4.3109 -5.4505 3.2891
H 3.5696 -3.9259 2.7552
H 0.8679 -4.8445 4.8182
H 1.3219 -6.5556 4.8131
O -2.6800 -0.0916 5.7694
C -2.7515 -1.0740 4.9621
C -1.8898 -0.6139 3.4858
O -1.9297 -1.5321 2.6646
H -3.7479 -1.3751 4.6200
H -2.2950 -2.0196 5.2772
H -0.9004 -0.3500 3.9352
H -2.3407 0.3530 3.1779
Br -0.6960 -0.4886 6.7312
C 1.2686 -0.3639 6.9207
C 1.6526 1.0049 7.4108
Br 1.5129 2.3375 5.9857
H 1.6982 -0.6130 5.9549
H 1.5632 -1.1209 7.6481
H 2.6926 1.0366 7.7279
H 1.0188 1.3510 8.2217
Na -2.7574 2.0124 5.8877
C -4.6438 3.3240 10.3214
C -4.5933 1.7905 10.5069
C -3.9746 1.5049 11.8918
O -3.8219 1.2304 9.5447
H -3.6377 3.7508 10.3554
H -5.0996 3.5774 9.3602
H -5.2413 3.8102 11.1079
H -5.6585 1.4551 10.5698
H -2.9573 1.8996 11.9511
H -3.9425 0.4305 12.0820
H -4.5634 1.9676 12.6986
```

Values from the calculation:
Net charge: -1
Gap between HOMO and LUMO: 2.724 eV
Energy above the lowest of the compared OMol25 structures with the same formula, charge and spin: 0.0 kJ/mol

---

Entry 3:
Formula: C24H52N2O12S3
Source: OMol25
Level of theory: ωB97M-V/def2-TZVPD

XYZ file:
```
93
C24H52N2O12S3 ωB97M-V/def2-TZVPD
C -2.1310 -6.6341 -2.2323
C -0.6622 -6.0522 -1.8013
S -0.3766 -4.2407 -2.1355
C -1.8468 -3.1661 -1.8817
C -2.1649 -2.6536 -0.3116
C -2.8807 -3.9426 0.3895
C -4.4762 -4.1290 0.2495
C -5.2328 -3.7118 -1.1093
C -5.6759 -5.0495 -2.0120
O -6.8092 -5.7347 -1.3312
C -7.1911 -6.8073 -2.2915
C -6.2656 -8.1033 -2.6856
O -8.3912 -6.6301 -2.9006
O -2.9780 -1.4903 -0.5646
C -3.4854 -0.6851 0.4771
N -4.0067 -1.2820 1.7463
C -5.4974 -0.8978 1.8133
C -3.3874 -0.6979 2.9983
C -3.4885 0.8666 3.4954
O -2.6915 -1.5709 3.7787
C -0.6930 -2.4318 0.3647
N -0.1234 -3.6853 1.0699
O -0.6442 -1.4263 1.4782
C 0.7235 -0.8136 1.4174
C 1.0206 -0.3112 2.9833
C -0.0176 0.8692 3.4851
O 2.3762 0.3095 2.9618
H -2.6705 -6.0166 -3.0742
H -2.7820 -6.6975 -1.2352
H -1.9602 -7.7653 -2.5626
H 0.2272 -6.6435 -2.3349
H -0.4686 -6.2205 -0.6355
H -1.6648 -2.1604 -2.5001
H -2.7679 -3.6796 -2.3850
H -2.3732 -4.9892 0.1202
H -2.6840 -3.8244 1.5640
H -5.0593 -3.6141 1.1560
H -4.6931 -5.2941 0.4146
H -6.2792 -3.2264 -0.7985
H -4.7246 -2.9379 -1.8134
H -5.8874 -4.7769 -3.1297
H -4.7760 -5.7955 -1.9775
H -5.1429 -8.0040 -2.3410
H -6.2301 -8.2730 -3.8663
H -6.6514 -9.1285 -2.2262
H -4.3625 0.0018 0.0438
H -2.6466 0.1036 0.8003
H -5.6529 0.2848 1.7906
H -6.0283 -1.2787 2.7843
H -6.0416 -1.2867 0.8257
H -4.6326 1.0749 3.7226
H -2.9045 0.9370 4.5283
H -3.0056 1.6459 2.7588
H 0.0833 -1.9876 -0.4271
H -0.4076 -3.6956 2.0756
H 0.9116 -3.7397 0.9443
H 1.5629 -1.6263 1.1795
H 0.7277 0.0793 0.6469
H 0.9882 -1.2844 3.6704
H -0.7627 0.3387 4.2468
H -0.5964 1.3981 2.5895
H 0.5705 1.6656 4.1104
H 2.3438 1.0865 2.3038
O 1.8409 3.4385 0.9173
S 1.8592 4.8208 0.4906
O 1.2723 5.2447 -0.7648
O 3.3886 5.3788 0.5695
C 4.3983 4.6977 -0.1652
C 4.2838 4.9698 -1.6543
C 1.1717 5.8252 1.7812
H 4.3660 3.6231 0.0455
H 5.3633 5.0693 0.1916
H 3.3564 4.5581 -2.0627
H 5.1171 4.5159 -2.1981
H 4.2730 6.0466 -1.8497
H 1.6245 5.5435 2.7336
H 0.0955 5.6413 1.8076
H 1.3612 6.8756 1.5521
O 7.5673 5.6341 -0.4966
S 7.5855 7.0164 -0.9233
O 6.9987 7.4403 -2.1787
O 9.1150 7.5744 -0.8444
C 10.1246 6.8933 -1.5791
C 10.0102 7.1654 -3.0682
C 6.8981 8.0208 0.3673
H 10.0923 5.8187 -1.3684
H 11.0896 7.2649 -1.2223
H 9.0828 6.7537 -3.4766
H 10.8434 6.7115 -3.6120
H 9.9993 8.2422 -3.2636
H 7.3509 7.7391 1.3197
H 5.8218 7.8369 0.3937
H 7.0875 9.0712 0.1382
```

Values from the calculation:
Gap between HOMO and LUMO: 8.556 eV
Structure (SMILES): CCSC[C@](CCCCOC(C)=O)(OCN(C)C(C)=O)[C@H](N)OC[C@H](C)O.CCOS(C)(=O)=O.CCOS(C)(=O)=O

---

Entry 4:
Formula: C24H52N4O7
Source: OMol25
Level of theory: ωB97M-V/def2-TZVPD

XYZ file:
```
87
C24H52N4O7 ωB97M-V/def2-TZVPD
C 3.6197 7.9076 -3.8838
C 2.7790 9.0909 -4.0447
O 1.6202 9.0834 -3.6022
N 3.2306 10.1132 -4.7286
C 2.5405 11.3265 -5.1363
H 3.4590 7.2682 -4.7517
H 3.1942 7.4821 -2.9749
H 4.6551 8.1788 -3.6778
H 4.1677 10.0192 -5.0936
H 2.7330 11.4916 -6.1964
H 2.9166 12.2074 -4.6159
H 1.4698 11.1935 -4.9820
C 1.6470 -3.1232 9.7381
C 2.0936 -2.4861 11.1093
O 1.2312 -2.0237 11.8685
N 3.3574 -2.6833 11.5239
C 3.8189 -2.1090 12.7545
H 1.3435 -2.2806 9.1168
H 0.9021 -3.9156 9.8121
H 2.5857 -3.3211 9.2206
H 4.1052 -3.0478 10.9510
H 4.6007 -1.4120 12.4525
H 4.2918 -2.7965 13.4559
H 3.0265 -1.6325 13.3317
C 0.4718 -1.4734 0.9216
C -0.2044 -1.3043 -0.4945
O -1.2285 -1.9673 -0.7739
N 0.2878 -0.5830 -1.4731
C 1.5204 0.3049 -1.3520
H -0.1904 -1.2296 1.7524
H 1.4320 -0.9587 0.9588
H 0.7709 -2.5160 1.0289
H -0.0747 -0.7326 -2.4039
H 2.4623 -0.1551 -1.6509
H 1.7132 0.8688 -0.4393
H 1.4992 1.1329 -2.0604
C -3.5141 3.9474 -4.0345
C -3.2608 3.9246 -5.5601
O -4.0715 3.3221 -6.2339
N -2.1715 4.4737 -6.0593
C -1.7622 4.6067 -7.4627
H -4.4749 4.4492 -3.9197
H -2.8358 4.6384 -3.5340
H -3.5466 3.0219 -3.4596
H -1.4414 4.6423 -5.3821
H -0.7029 4.3922 -7.6041
H -2.0134 5.6373 -7.7135
H -2.3200 3.8487 -8.0127
C 1.0596 -10.2403 2.7953
C 0.8101 -8.7201 2.8834
C -0.4599 -8.4120 2.1198
O -1.2339 -9.6007 2.3764
C -0.4269 -10.6887 2.9219
H 1.8132 -10.5491 3.5197
H 1.5865 -10.4507 1.8646
H 1.5797 -8.1423 2.3716
H 0.7085 -8.2877 3.8788
H -0.1035 -8.2943 1.0964
H -0.9981 -7.5797 2.5733
H -0.7298 -11.5713 2.3586
H -0.5887 -11.0456 3.9390
C -1.2370 -5.2297 -8.1548
C -1.6188 -4.1061 -7.3083
C -2.5210 -3.3434 -8.2126
O -3.3167 -4.2652 -8.8975
C -2.4789 -5.4002 -9.1051
H -1.0277 -6.1711 -7.6469
H -0.3787 -4.9724 -8.7755
H -0.7720 -3.4704 -7.0494
H -2.1114 -4.4852 -6.4129
H -2.0400 -2.7265 -8.9717
H -3.2532 -2.7045 -7.7189
H -2.1687 -5.3102 -10.1461
H -2.9082 -6.3985 -9.0204
C -2.7646 3.9447 4.9635
C -1.7395 3.7421 6.0943
C -0.4243 4.2379 5.3947
O -0.9196 5.4049 4.7349
C -2.1826 5.0267 4.0885
H -3.7246 4.2881 5.3489
H -2.9911 3.0076 4.4549
H -1.7713 2.7209 6.4741
H -2.0480 4.4886 6.8263
H -0.0222 3.5146 4.6853
H 0.4585 4.4635 5.9931
H -2.0148 4.5873 3.1052
H -2.7735 5.9170 3.8735
```

Values from the calculation:
Gap between HOMO and LUMO: 9.573 eV
Energy above the lowest of the compared OMol25 structures with the same formula, charge and spin: 115.2 kJ/mol
Structure (SMILES): CNC(C)=O.CNC(C)=O.CNC(C)=O.CNC(C)=O.C1CCOC1.C1CCOC1.C1CCOC1

---

Entry 5:
Formula: C24H52NO16S
Source: OMol25
Level of theory: ωB97M-V/def2-TZVPD

XYZ file:
```
94
C24H52NO16S ωB97M-V/def2-TZVPD
N 0.0530 0.1608 1.2981
H 0.1840 0.3258 0.1981
H -0.8890 -0.2602 1.6381
H -0.1330 1.2198 1.6871
H 0.8460 -0.2592 1.7241
S -0.9720 1.3078 4.3611
O -0.7510 1.4138 5.8021
O -2.2360 1.7768 3.9101
O 0.0460 2.0378 3.6371
O -0.7840 -0.1452 3.9881
O -0.6970 3.6698 -0.1339
C -1.7470 3.9828 0.3521
O -2.9010 4.0178 -0.2319
C -2.9970 3.7278 -1.6109
C -4.4820 3.3488 -1.9049
C -1.9040 4.2588 1.8551
H -2.3200 2.8538 -1.9259
H -2.6410 4.4288 -2.3839
H -5.1970 4.1708 -1.6719
H -4.8990 2.7038 -1.0679
H -4.8130 3.1738 -2.7239
H -0.8150 3.9668 2.5201
H -2.6050 3.9078 2.5791
H -1.8100 5.2488 2.0231
O -2.3580 -0.0392 1.1361
C -3.5020 -0.1342 1.6321
O -4.6010 -0.7072 1.1051
C -4.4860 -1.4132 -0.0619
C -5.8990 -2.0172 -0.4349
C -3.8750 0.5168 2.9311
H -3.8040 -2.2692 0.0051
H -3.9850 -0.6522 -0.7789
H -6.5320 -1.2102 -0.4959
H -6.3770 -2.6362 0.1291
H -5.6630 -2.4672 -1.3209
H -4.7970 0.0018 3.3541
H -3.9380 1.5718 2.7801
H -2.9780 0.5288 3.6681
O 3.0120 0.5878 1.1071
C 3.8750 1.4388 1.2941
O 3.6700 2.7138 1.3891
C 2.4280 3.3338 1.1551
C 2.4150 4.8538 1.3631
C 5.2960 1.0498 1.5341
H 1.7990 2.9278 1.6731
H 2.0860 3.3018 0.1471
H 3.0810 5.3758 0.6811
H 2.7390 5.0498 2.2241
H 1.4850 5.2798 1.2211
H 5.8360 1.5628 0.6541
H 5.4450 0.0258 1.2781
H 5.9570 1.3668 2.5931
O 1.2370 -0.1372 -0.1749
C 1.6680 0.7268 -1.0469
O 2.6920 0.4978 -1.7339
C 3.4660 -0.6322 -1.4949
C 4.9140 -0.6442 -1.9799
C 0.9240 1.8778 -1.3979
H 3.1250 -1.6002 -1.9059
H 3.6740 -0.7342 -0.4349
H 5.4060 0.0918 -1.4579
H 4.8470 -0.3112 -3.0749
H 5.5270 -1.4552 -1.6839
H 1.4130 2.4008 -2.2319
H 0.9510 2.3388 -0.4759
H -0.0390 1.7848 -1.6399
O 0.4830 -2.8532 0.7081
C 1.4170 -3.4702 0.3671
O 1.5620 -4.7972 -0.0009
C 0.4640 -5.7522 0.2291
C 1.1500 -7.1702 0.0821
C 2.7020 -2.7332 0.0711
H -0.4460 -5.4892 -0.3939
H 0.0810 -5.5582 1.1151
H 1.8250 -7.5262 0.8361
H 1.7730 -7.0852 -0.8289
H 0.4910 -8.0582 -0.0019
H 3.3770 -2.9642 -0.6799
H 3.1720 -2.8772 0.9561
H 2.4350 -1.7222 -0.1889
O -0.6190 0.1228 -3.7999
C 0.1390 -0.7502 -3.5849
O -0.1070 -1.8292 -2.7869
C -1.2030 -1.9002 -1.8849
C -0.8660 -3.1322 -0.9859
C 1.3310 -1.0872 -4.4469
H -2.1030 -2.1592 -2.2389
H -1.2500 -0.8932 -1.3849
H -1.1260 -4.0232 -1.5029
H -1.3570 -2.8972 -0.1559
H 0.1830 -3.1532 -0.7249
H 2.0910 -1.5182 -3.8679
H 1.4820 -0.0982 -4.8429
H 1.2450 -1.8062 -5.2079
```

Values from the calculation:
Net charge: -1
Gap between HOMO and LUMO: 5.048 eV
Energy above the lowest of the compared OMol25 structures with the same formula, charge and spin: 244.8 kJ/mol